1.
DFT (ωB97M-V with the def2-TZVPD basis set) results for an isolated ion of composition C40H39N2 and charge +1 in a non-equilibrium geometry.

```
81
Properties=species:S:1:pos:R:3:forces:R:3:mulliken_charge:R:1
C 2.995 -0.803 5.659 -0.1 -0.2 -0.1 -0.584
C 1.616 -1.015 5.598 0.2 0.3 -0.2 -1.053
C 0.918 -0.732 4.420 0.2 -0.2 0.0 0.138
C 1.598 -0.292 3.280 0.2 0.3 0.1 -0.672
C 0.810 0.021 1.984 -0.5 0.4 0.6 3.542
C -0.483 -0.830 1.951 -0.2 0.0 0.2 -0.929
C -1.763 -0.318 1.664 0.2 -0.3 0.1 -0.015
C -2.841 -1.187 1.463 0.1 -0.1 0.5 -0.664
C -2.694 -2.552 1.708 -0.1 -0.1 -0.2 -0.818
C -1.444 -3.065 2.072 0.0 0.1 0.0 -0.923
C -0.345 -2.215 2.164 -0.4 -0.1 0.0 0.121
C 0.492 1.539 2.056 -0.3 0.2 0.0 0.417
C 0.826 2.329 3.166 0.1 0.1 0.3 -0.342
C 0.477 3.684 3.234 -0.1 -0.1 -0.3 -1.017
C -0.195 4.295 2.171 0.2 -0.4 0.1 -0.834
C -0.567 3.512 1.075 0.1 -0.1 0.2 -0.802
C -0.258 2.151 1.048 0.1 0.0 -0.2 -0.219
C 1.663 -0.420 0.714 0.1 -0.3 -0.7 -0.343
C 2.625 -1.566 1.069 0.7 -0.6 0.3 -0.932
C 2.670 -2.567 -0.075 0.4 0.0 -0.2 -1.066
C 1.325 -2.487 -0.764 -0.1 0.2 0.3 -0.394
N 0.812 -1.042 -0.482 0.3 -1.4 2.3 1.375
C 2.970 0.013 3.378 -0.2 -0.4 0.3 0.450
C 3.676 -0.304 4.543 -0.3 0.2 -0.2 -1.096
H 3.542 -1.032 6.576 -0.2 0.0 -0.3 0.409
H 1.066 -1.405 6.454 0.2 0.2 -0.1 0.455
H -0.168 -0.866 4.402 0.5 0.0 0.0 0.491
H -1.955 0.754 1.615 0.2 -0.4 -0.1 0.636
H -3.793 -0.765 1.136 0.2 -0.2 0.3 0.510
H -3.553 -3.219 1.620 0.3 0.2 0.0 0.475
H -1.316 -4.128 2.305 -0.1 0.4 -0.1 0.463
H 0.618 -2.627 2.482 -0.5 0.1 -0.2 0.411
H 1.341 1.902 4.035 -0.2 0.2 -0.5 0.317
H 0.726 4.249 4.136 0.0 -0.2 -0.4 0.456
H -0.434 5.357 2.204 0.0 -0.3 0.0 0.431
H -1.113 3.951 0.245 0.0 -0.1 0.1 0.481
H -0.631 1.526 0.232 0.3 0.6 0.3 -0.383
H 2.165 0.447 0.265 -0.1 -0.3 0.2 0.191
H 3.631 -1.189 1.304 -0.4 -0.1 -0.2 0.672
H 2.320 -2.108 1.975 0.0 0.5 -0.4 0.176
H 3.478 -2.299 -0.771 -0.3 -0.2 0.1 0.299
H 2.855 -3.593 0.276 0.0 0.4 -0.1 0.397
H 1.426 -2.656 -1.843 -0.3 0.3 0.4 0.550
H 0.569 -3.186 -0.379 0.3 0.3 0.0 0.393
H -0.127 -1.148 -0.070 0.3 -0.1 0.0 -1.453
H 3.501 0.475 2.536 -0.2 -0.2 0.4 0.569
H 4.758 -0.155 4.570 -0.4 0.1 0.1 0.433
C 1.703 4.416 -2.496 0.4 0.2 -0.1 -1.022
N 0.902 3.239 -2.235 -0.3 -0.1 0.3 0.516
C 1.379 2.058 -1.735 -1.5 -0.7 -0.7 -1.045
C 0.369 1.080 -1.783 0.4 1.4 -0.3 -0.742
C 0.626 -0.394 -1.760 -0.2 1.1 -2.1 1.126
C -0.486 -1.203 -2.457 0.2 0.1 -0.1 -0.626
C -1.586 -1.620 -1.707 -0.1 -0.3 -0.3 0.299
C -2.456 -2.582 -2.215 0.3 0.6 0.1 -0.909
C -2.260 -3.090 -3.498 0.0 -0.1 0.0 0.772
C -3.181 -4.163 -3.997 -0.2 -0.2 -0.2 -1.423
C -1.227 -2.582 -4.292 -0.2 0.2 0.1 -1.139
C -0.354 -1.616 -3.785 0.0 -0.2 0.3 -0.427
C -0.838 1.764 -2.272 1.0 0.5 0.0 1.807
C -2.164 1.417 -2.530 -0.7 -0.2 -0.3 0.054
C -2.996 2.322 -3.197 0.1 -0.4 0.3 -1.063
C -2.554 3.603 -3.551 0.6 0.3 0.1 -0.665
C -1.255 4.015 -3.229 -0.8 0.1 -0.1 -1.070
C -0.446 3.101 -2.576 1.0 -0.9 0.2 -0.845
H 1.050 5.286 -2.621 0.2 -0.2 0.2 0.330
H 2.398 4.576 -1.665 -0.3 0.1 -0.1 0.364
H 2.309 4.328 -3.413 -0.3 -0.2 0.2 0.318
H 2.403 1.982 -1.375 -0.2 0.0 -0.3 0.551
H 1.562 -0.549 -2.321 -0.3 -0.1 0.2 0.762
H -1.804 -1.165 -0.736 0.1 -0.4 -0.2 0.285
H -3.289 -2.921 -1.601 0.1 0.0 -0.2 0.511
H -2.831 -4.553 -4.959 -0.2 0.0 0.2 0.389
H -3.245 -4.992 -3.277 0.0 0.2 -0.2 0.338
H -4.197 -3.767 -4.131 0.2 -0.1 0.0 0.300
H -1.113 -2.954 -5.313 0.0 0.2 0.3 0.365
H 0.448 -1.207 -4.406 -0.2 -0.2 0.2 0.491
H -2.546 0.432 -2.242 0.1 0.6 -0.3 0.522
H -4.010 2.012 -3.473 0.4 0.2 0.2 0.432
H -3.222 4.280 -4.085 0.2 -0.2 0.2 0.399
H -0.880 5.010 -3.468 -0.3 -0.2 0.0 0.324
```
Forces are in eV/Å.

Calculated values
**Energy relative to the best compared isomer or geometry (same formula, charge and spin)**: 1.0 kcal per mole
**Frontier orbital gap**: 8.439 eV
**Charge**: +1
**Electronic energy**: -45087.2563 eV
**SMILES**: Cc1ccc([C@@H](c2cn(C)c3ccccc23)[N@H+]2CCC[C@@H]2C(c2ccccc2)(c2ccccc2)c2ccccc2)cc1

2.
DFT (ωB97M-V with the def2-TZVPD basis set) results for C40H39N6O3PSSe2Ti as an isolated structure in a non-equilibrium geometry.

```
93
Properties=species:S:1:pos:R:3:forces:R:3:mulliken_charge:R:1
Ti -0.456 0.359 0.015 1.2 -2.1 2.7 -0.611
Se -0.914 0.389 2.714 0.3 0.4 0.1 -0.352
P 1.226 0.596 2.001 0.3 -0.2 0.3 -0.455
Se 2.155 0.758 -0.047 0.2 0.2 0.4 -0.525
C 1.881 2.035 2.942 -0.1 0.0 0.0 0.691
C 2.651 3.028 2.351 0.0 0.1 0.1 -0.256
C 3.180 4.056 3.128 -0.1 0.0 0.0 -0.746
C 2.940 4.094 4.492 0.0 0.0 0.0 -0.473
C 2.167 3.103 5.087 0.0 -0.1 0.0 -0.732
C 1.638 2.079 4.317 0.1 0.1 0.0 -0.484
C 2.144 -0.785 2.800 0.0 0.0 -0.1 0.826
C 3.536 -0.792 2.695 0.0 -0.1 0.1 -0.377
C 4.277 -1.805 3.286 0.0 0.0 0.0 -0.694
C 3.635 -2.820 3.987 0.0 0.0 0.0 -0.513
C 2.253 -2.811 4.101 0.0 0.0 0.0 -0.682
C 1.507 -1.793 3.510 0.1 -0.1 0.0 -0.183
H 2.842 2.990 1.286 0.0 0.0 0.0 0.300
H 3.786 4.825 2.661 0.0 0.0 0.0 0.429
H 3.359 4.892 5.096 0.0 0.0 0.0 0.377
H 1.977 3.130 6.154 0.0 0.0 -0.1 0.416
H 1.028 1.309 4.771 0.0 0.0 0.0 0.397
H 4.030 -0.006 2.139 0.0 0.0 0.0 0.429
H 5.358 -1.805 3.198 -0.1 0.0 0.0 0.410
H 4.214 -3.613 4.449 0.0 0.1 0.0 0.393
H 1.749 -3.594 4.656 0.0 0.0 0.0 0.430
H 0.429 -1.778 3.600 0.0 0.0 0.0 0.339
O -1.425 -0.843 -3.898 0.0 0.3 0.0 -0.730
S -0.278 -0.745 -3.018 -0.3 -0.2 0.0 0.406
O -0.055 -1.905 -2.186 0.1 -0.1 0.0 -0.352
N -0.349 0.496 -2.012 -0.1 0.2 -1.7 1.409
C -0.529 1.806 -2.454 0.0 -0.1 -0.2 0.397
C -0.594 2.224 -3.771 0.0 0.0 0.2 -0.784
C -0.718 3.587 -4.089 0.0 -0.1 -0.1 -0.960
C -0.765 4.541 -3.116 0.0 0.2 0.0 -0.966
C -0.719 4.159 -1.758 0.0 -0.2 -0.1 1.065
C -0.760 5.096 -0.706 0.0 0.0 -0.1 -1.047
C -0.717 4.651 0.576 0.0 0.2 0.3 -1.742
C -0.654 3.273 0.832 0.0 0.0 0.1 -0.156
N -0.622 2.354 -0.109 -0.3 2.6 -0.9 1.364
C -0.627 2.790 -1.418 0.0 0.1 -0.3 -0.338
C 1.130 -0.560 -4.081 0.0 0.1 -0.1 -0.044
C 2.366 -0.223 -3.550 0.0 0.0 -0.1 -0.156
C 3.458 -0.119 -4.399 0.0 0.0 0.0 -0.990
C 3.307 -0.350 -5.762 0.0 0.0 0.0 -0.428
C 2.062 -0.679 -6.284 0.0 0.0 0.0 -0.684
C 0.963 -0.784 -5.443 0.1 0.0 0.1 -0.262
H -0.557 1.490 -4.561 0.0 0.0 -0.1 0.486
H -0.772 3.882 -5.130 0.0 0.0 0.0 0.415
H -0.844 5.592 -3.369 0.0 0.0 0.0 0.410
H -0.823 6.154 -0.934 0.0 0.0 0.0 0.422
H -0.739 5.338 1.412 0.0 -0.1 0.0 0.533
H -0.636 2.912 1.849 0.0 -0.1 0.1 0.908
H 2.471 -0.042 -2.487 0.0 0.0 0.0 0.057
H 4.427 0.146 -3.993 -0.1 0.0 0.0 0.450
H 4.165 -0.272 -6.420 -0.1 0.0 0.0 0.385
H 1.945 -0.851 -7.348 0.0 0.0 0.1 0.387
H -0.021 -1.034 -5.819 0.1 0.0 0.0 0.487
C -2.539 -2.745 1.159 0.1 -0.1 0.0 -1.074
N -1.391 -3.445 0.612 -0.1 0.0 -0.2 0.467
C -1.623 -4.795 0.117 0.1 0.1 0.1 -0.710
C -0.402 -5.641 0.402 0.0 0.1 0.0 -0.712
C 0.772 -4.975 -0.276 -0.1 0.1 0.1 -0.589
N 0.883 -3.577 0.124 0.0 0.1 -0.2 0.414
C 2.136 -2.943 -0.261 0.0 0.0 0.1 -0.835
C -0.200 -2.816 0.421 0.0 0.1 0.2 -0.861
O -0.093 -1.583 0.621 0.0 -1.3 -0.4 1.723
H -2.943 -3.322 1.993 0.0 0.0 0.0 0.464
H -3.325 -2.624 0.410 0.0 0.0 0.0 0.327
H -2.239 -1.774 1.529 0.1 0.1 0.0 0.043
H -1.823 -4.771 -0.959 -0.1 0.0 0.0 0.255
H -2.505 -5.190 0.616 -0.1 0.0 0.0 0.430
H -0.530 -6.657 0.029 0.0 0.0 0.0 0.399
H -0.235 -5.677 1.480 0.0 -0.1 0.0 0.278
H 0.660 -5.035 -1.366 0.1 0.0 0.0 0.254
H 1.705 -5.469 -0.009 0.1 0.0 0.0 0.389
H 2.958 -3.591 0.047 0.0 0.0 0.0 0.475
H 2.241 -1.988 0.232 0.0 0.2 0.1 -0.037
H 2.176 -2.780 -1.340 0.0 0.0 0.0 0.227
N -4.447 -0.424 -1.325 -0.1 0.0 -0.1 0.006
C -3.107 -0.558 -1.223 -0.1 0.1 0.1 -1.720
N -2.584 0.199 -0.290 -1.2 0.0 -0.1 1.552
C -3.680 0.880 0.278 0.1 -0.1 0.0 0.243
C -3.751 1.792 1.333 -0.1 0.1 0.0 -0.310
C -5.001 2.249 1.709 0.1 0.0 0.0 -1.172
C -6.167 1.847 1.041 0.0 0.0 0.0 -0.480
C -6.112 0.969 -0.021 0.0 0.0 -0.1 -1.162
C -4.854 0.494 -0.376 0.1 -0.1 0.1 1.062
H -5.021 -0.888 -2.005 0.0 0.0 0.0 0.257
H -2.573 -1.241 -1.857 0.2 0.0 -0.1 0.664
H -2.862 2.114 1.852 0.0 -0.1 0.0 0.193
H -5.081 2.936 2.544 0.0 0.0 -0.1 0.427
H -7.125 2.232 1.368 0.0 0.0 0.0 0.390
H -7.006 0.668 -0.555 0.1 0.0 0.1 0.428
```
Forces are in eV/Å.

Calculated values
**Energy relative to the best compared isomer or geometry (same formula, charge and spin)**: 14.3 kcal per mole
**Frontier orbital gap (spin up / spin down)**: 5.416 / 7.488 eV
**Charge**: 0
**Multiplicity**: 3
**Electronic energy**: -231133.4677 eV

3.
DFT (ωB97M-V with the def2-TZVPD basis set) results for C40H40Br2N7O9SbZr as an isolated structure.

```
100
Properties=species:S:1:pos:R:3:forces:R:3:mulliken_charge:R:1
Zr 0.308 -0.894 0.043 0.1 -0.1 -0.1 -0.177
N -0.172 1.150 1.303 0.0 -0.1 0.0 -0.405
C -0.098 1.411 2.762 0.0 0.0 0.0 -0.132
C 1.287 1.139 3.314 0.0 0.0 0.0 -0.999
C 1.622 -0.338 3.386 0.0 0.0 0.0 0.186
N 1.716 -0.980 2.046 -0.1 0.0 0.0 -0.153
H 0.401 1.843 0.826 0.0 0.0 0.0 0.408
H -1.120 1.343 0.984 0.0 0.0 0.0 0.176
H -0.832 0.777 3.265 0.0 0.0 0.0 -0.117
H -0.388 2.445 2.956 0.0 0.0 0.0 0.522
H 1.339 1.542 4.327 0.0 0.0 0.0 0.544
H 2.038 1.686 2.735 0.0 0.0 0.0 0.306
H 0.852 -0.855 3.953 0.0 0.0 0.0 -0.455
H 2.564 -0.482 3.917 0.0 0.0 0.0 0.520
H 1.763 -1.990 2.183 0.0 0.0 0.0 0.200
H 2.625 -0.753 1.647 0.0 0.0 0.0 0.332
C -0.093 -6.423 -0.205 0.0 0.0 0.0 -0.892
O 0.481 -5.255 0.430 0.0 0.0 0.0 -0.365
C 0.092 -4.063 0.081 0.0 -0.1 0.0 -0.045
O 0.642 -3.077 0.610 0.0 0.1 0.0 -0.589
N -0.865 -3.897 -0.841 0.0 0.0 -0.1 -0.043
N -1.254 -2.574 -1.072 0.0 0.0 0.0 -0.408
H 0.422 -7.268 0.237 0.0 0.0 0.0 0.306
H 0.096 -6.395 -1.277 0.0 0.0 0.0 0.372
H -1.159 -6.481 0.017 0.0 0.0 0.0 0.283
H -1.438 -4.655 -1.179 0.0 0.0 0.0 0.384
H -2.245 -2.467 -0.861 0.0 0.0 0.0 0.137
H -1.098 -2.333 -2.048 0.0 0.0 0.0 0.474
C 3.310 1.510 -0.218 0.0 0.0 0.0 -0.933
C 2.302 1.689 -1.312 0.0 0.0 0.0 0.767
C 2.626 2.539 -2.394 0.0 0.0 0.1 -1.201
C 1.728 2.769 -3.391 -0.1 0.0 0.0 -1.130
C 0.445 2.181 -3.321 0.0 0.0 0.0 0.762
C -0.597 2.368 -4.266 0.0 0.0 0.0 -0.059
Br -0.314 3.453 -5.777 0.0 0.0 0.0 -0.170
C -1.812 1.768 -4.096 0.0 0.0 0.0 -0.320
C -2.045 0.955 -2.970 0.0 0.0 0.0 0.139
Br -3.717 0.112 -2.742 0.0 0.0 0.0 -0.150
C -1.070 0.747 -2.032 0.0 0.0 0.1 -0.178
O -1.237 -0.007 -0.940 0.0 0.0 0.0 0.809
C 0.194 1.354 -2.216 0.0 0.0 0.0 -0.199
N 1.129 1.079 -1.243 -0.1 0.0 -0.1 0.965
H 3.800 2.460 -0.009 0.0 0.0 0.0 0.641
H 4.081 0.796 -0.509 0.0 0.0 0.0 0.012
H 2.841 1.153 0.697 0.0 0.0 0.0 -0.337
H 3.601 3.008 -2.410 0.0 0.0 0.0 0.578
H 1.979 3.412 -4.224 0.0 0.0 0.0 0.462
H -2.599 1.912 -4.822 0.0 0.0 0.0 0.493
O 2.472 -1.279 -0.470 -0.1 0.0 0.0 -0.656
C 2.205 -1.612 -1.665 0.1 0.0 0.0 1.228
O 0.983 -1.638 -1.997 0.0 0.1 0.1 -0.545
C 3.273 -1.920 -2.633 0.0 0.0 0.0 0.560
C 4.601 -1.888 -2.226 0.0 0.0 0.0 -0.329
C 5.580 -2.157 -3.160 0.0 0.0 0.0 -0.550
C 5.291 -2.463 -4.477 0.0 0.0 0.0 -0.432
C 3.957 -2.486 -4.839 0.0 0.0 0.0 -0.460
C 2.939 -2.219 -3.949 0.0 0.0 0.0 -0.441
N 3.603 -2.809 -6.242 0.0 0.0 0.0 1.086
O 4.515 -3.037 -6.999 0.0 0.0 0.0 -0.594
O 2.422 -2.820 -6.516 0.0 0.0 0.0 -0.614
N 6.997 -2.112 -2.730 0.0 0.0 0.0 1.081
O 7.832 -2.373 -3.561 0.0 0.0 0.0 -0.595
O 7.204 -1.813 -1.573 0.0 0.0 0.0 -0.614
H 4.876 -1.668 -1.206 0.0 0.0 0.0 0.788
H 6.073 -2.673 -5.192 0.0 0.0 0.0 0.647
H 1.911 -2.239 -4.281 0.0 0.0 0.0 0.759
C -4.380 -5.623 0.501 0.0 0.0 0.0 -0.680
C -3.421 -5.781 1.493 0.0 0.0 0.0 -0.845
C -2.730 -4.677 1.982 0.0 0.0 0.0 -0.455
C -3.013 -3.406 1.488 0.1 0.0 0.0 1.000
C -4.000 -3.247 0.516 0.0 -0.1 0.0 -0.672
C -4.675 -4.355 0.016 0.0 0.0 0.0 -0.844
Sb -1.935 -1.675 2.090 -0.1 0.1 0.0 1.038
C -3.563 -0.367 2.372 0.1 0.0 0.0 1.111
C -4.470 -0.546 3.414 0.0 0.0 0.0 -0.876
C -5.572 0.291 3.515 0.0 0.0 0.0 -0.767
C -5.774 1.297 2.578 0.0 0.0 0.0 -0.636
C -4.884 1.463 1.528 0.0 0.0 0.0 -1.001
C -3.775 0.632 1.423 0.0 0.0 0.0 -0.441
C -1.259 -2.188 4.021 0.0 0.0 -0.1 0.617
C -1.592 -1.432 5.141 0.0 0.0 0.0 -0.377
C -1.005 -1.717 6.368 0.0 0.0 0.0 -0.928
C -0.088 -2.753 6.481 0.0 0.0 0.0 -0.738
C 0.248 -3.510 5.366 0.0 0.0 0.0 -1.089
C -0.329 -3.223 4.136 0.0 0.0 0.0 0.001
H -4.919 -6.483 0.127 0.0 0.0 0.0 0.433
H -3.222 -6.764 1.902 0.0 0.0 0.0 0.510
H -2.000 -4.815 2.770 0.0 0.0 0.0 0.420
H -4.274 -2.255 0.164 0.0 0.0 0.0 0.575
H -5.448 -4.224 -0.730 0.0 0.0 0.0 0.486
H -4.336 -1.342 4.136 0.0 0.0 0.0 0.557
H -6.277 0.154 4.324 0.0 0.0 0.0 0.464
H -6.636 1.946 2.662 0.0 0.0 0.0 0.415
H -5.054 2.232 0.786 0.0 0.0 0.0 0.484
H -3.108 0.738 0.573 0.0 0.0 0.0 0.380
H -2.304 -0.619 5.069 0.0 0.0 0.0 0.443
H -1.270 -1.130 7.238 0.0 0.0 0.0 0.465
H 0.364 -2.973 7.439 0.0 0.0 0.0 0.430
H 0.959 -4.320 5.454 0.0 0.0 0.0 0.496
H -0.036 -3.808 3.269 0.0 0.0 0.0 0.383
```
Forces are in eV/Å.

Calculated values
**Energy relative to the best compared isomer or geometry (same formula, charge and spin)**: 0.2 kcal per mole
**Frontier orbital gap**: 7.579 eV
**Charge**: +2
**Electronic energy**: -218878.5759 eV

What is the charge in the second record? 0

Among the records above, which one has the lowest charge? C40H39N6O3PSSe2Ti

Among the records above, which one has the lowest charge? C40H39N6O3PSSe2Ti

What is the charge in the first record? +1